This record from OMol25 describes the ion C10H14N3 with charge +1. The level of theory is the ωB97M-V functional and the def2-TZVPD basis.

Calculated values
HOMO-LUMO gap ... 8.8 eV
Electronic energy ... -15057.4259 eV
Total charge ... +1
SMILES ... CCN([C@@H](C)C#N)[n+]1ccccc1
Energy relative to the best compared isomer or geometry (same formula, charge and spin) ... 384.8 kJ/mol

The geometry in XYZ format:
```
27
C10H14N3 | OMol25 | the ωB97M-V functional and the def2-TZVPD basis
H -2.323 2.753 -1.677
C 1.832 0.229 0.733
C -1.592 1.931 -1.675
C -1.395 1.284 -2.848
H -1.991 1.696 -3.741
C -0.100 -0.290 -1.619
H -0.829 0.655 2.072
H 1.920 1.275 0.411
C 2.719 -0.828 0.092
C -0.608 0.109 -2.812
C -1.699 -1.267 1.585
H -2.305 -0.805 2.422
C 0.239 -0.826 2.870
H 3.760 -0.714 0.535
N 0.372 -0.122 0.639
H 2.380 -1.797 0.079
C -0.958 1.497 -0.534
H -0.604 -0.644 -3.673
C -0.459 -0.283 1.787
H -1.087 1.853 0.504
H 2.957 -0.596 -0.957
N 0.635 -1.215 3.842
H 0.618 -1.215 -1.585
H 2.086 0.243 1.827
N -0.163 0.363 -0.490
H -1.289 -2.297 1.617
H -2.118 -0.989 0.594
```


This record from OMol25 describes a cluster of 3 separate species, C41H74F2N6O9P2S3 in total. The level of theory is the ωB97M-V functional and the def2-TZVPD basis.

Calculated values
HOMO-LUMO gap (alpha / beta) ... 8.4 / 8.4 eV
Multiplicity ... 3
Electronic energy ... -127592.3738 eV
Total charge ... 0
Expectation value of S² ... 2.0085
Energy relative to the best compared isomer or geometry (same formula, charge and spin) ... 0.0 kJ/mol

The geometry in XYZ format:
```
137
C41H74F2N6O9P2S3 | OMol25 | the ωB97M-V functional and the def2-TZVPD basis
C -3.641 -0.663 5.227
H -0.851 2.093 8.792
H 9.998 -4.981 -1.983
H -5.293 -1.214 -5.611
C 0.350 4.976 -2.653
C -5.226 4.858 -2.917
H -3.090 -1.520 -1.456
H 4.431 -2.429 1.167
H 10.058 -1.381 -0.996
H -4.396 0.952 -5.151
C -7.813 -1.205 -0.470
C 9.337 -1.964 -0.414
H -6.656 1.517 -5.116
N -5.607 2.365 -2.330
C 0.781 -0.798 -0.806
H 0.749 -0.052 -2.849
H 8.461 -1.317 -0.282
H -4.991 5.398 -3.882
O -0.122 -0.098 5.841
H -0.520 0.361 8.734
H 2.365 -2.681 -0.029
N -4.689 -2.102 -2.692
C 8.997 -3.161 1.768
C -0.592 1.267 8.127
H -3.859 1.235 7.242
C 0.319 3.548 -3.045
H -1.679 3.670 -3.837
S -1.735 -1.113 -4.226
H 0.397 1.494 7.728
O -6.894 -0.198 -0.766
H 4.749 -1.189 -0.177
H -6.159 5.338 -2.550
C -5.589 0.909 -2.663
O -2.724 -1.020 -5.304
C -2.238 1.112 4.120
H -7.668 -3.156 -1.429
H -7.638 3.874 -2.051
H -3.196 5.719 -2.580
H -8.098 -3.246 0.342
C -1.187 1.540 -3.924
H 1.590 1.809 -3.576
H 7.324 -2.196 -2.279
H 9.477 -3.416 2.718
H -0.612 5.529 -2.498
H 0.428 -0.385 0.184
H 8.099 -2.589 2.028
C 1.600 5.694 -2.484
H 0.437 1.226 -1.508
H -2.946 1.030 3.290
H -6.276 3.370 -4.095
H -2.989 1.563 8.702
O -0.420 -1.180 -4.841
H -2.509 3.231 4.382
H -0.695 2.678 5.869
C -1.656 1.109 7.022
C 8.208 -2.804 -2.479
H 0.372 -1.843 -0.952
H 6.663 -4.587 2.067
S -1.961 2.104 0.486
C 8.939 -3.230 -1.190
H 10.601 -3.454 -2.604
H 10.915 -2.718 0.867
N -6.048 -0.833 -5.039
C 4.114 -1.452 0.703
H 7.959 -5.479 2.830
C -3.295 1.695 -0.348
C 7.545 -5.195 1.860
N 8.124 -4.175 -0.369
S -6.195 3.958 0.295
C 0.211 0.200 -1.905
C 2.602 -1.625 0.301
C -2.200 -0.205 4.911
H 9.581 -6.286 0.358
P -5.667 0.622 -4.574
H -1.611 -2.274 4.513
H -6.375 -2.847 -0.138
H -7.788 2.066 -0.751
H -4.159 -0.964 4.314
O -8.942 -0.878 -0.206
O -3.180 0.884 -2.912
C -1.900 0.385 -3.054
C -1.705 2.411 6.203
H -1.258 1.299 3.663
H -0.681 -1.091 3.579
P -6.835 2.963 -1.276
C 1.585 2.879 -3.280
C 2.856 3.600 -3.096
H -3.432 4.149 -1.699
H -2.331 -1.453 3.128
C 9.795 -5.422 0.993
H -7.779 0.607 -2.465
H -4.689 -1.349 -0.742
H 10.080 -1.321 1.502
H -6.911 -0.931 -2.683
C -2.978 0.937 7.807
C -7.456 -2.724 -0.417
H -3.659 2.266 5.275
C 9.927 -2.259 0.963
C -6.816 0.075 -2.178
C 2.874 4.999 -2.685
C -3.943 5.089 -2.014
H -1.598 2.978 -2.192
C -5.390 3.338 -3.394
H 3.817 3.057 -3.255
H 7.222 -6.110 1.358
C 10.210 -3.944 -1.709
O 6.896 -3.681 -0.285
F -4.163 3.217 -4.116
H 3.851 5.516 -2.532
H 1.994 -1.465 1.239
H 10.726 -4.971 0.656
O -1.207 0.021 -1.899
H -1.884 1.662 -4.805
F -1.871 -2.533 -3.383
O 2.212 -0.762 -0.783
H -3.639 -1.527 5.897
H 11.034 -3.934 -0.997
H 7.903 -3.675 -3.064
H 1.582 6.777 -2.201
H -4.310 -2.035 -3.632
C -4.141 -1.170 -1.711
N -4.243 0.984 -0.664
H -4.658 -3.062 -2.356
N -1.409 -0.094 6.171
C -2.608 2.319 4.976
C -1.117 2.929 -3.198
C -4.157 0.365 -2.046
C 8.599 -4.445 1.021
H 4.184 -0.675 1.515
H 8.862 -2.195 -3.107
H -0.207 1.247 -4.352
H -3.109 -0.095 8.140
H -4.262 5.731 -1.150
H -2.043 3.237 6.837
H -4.264 0.112 5.667
C -1.668 -1.318 3.985
H 10.007 -5.802 1.995
```


This record from OMol25 describes a structure of composition C23H25ClI2N3OSbScSe. The level of theory is the ωB97M-V functional and the def2-TZVPD basis.

Calculated values
HOMO-LUMO gap ... 6.6 eV
Electronic energy ... -152081.2916 eV
Total charge ... +1

The geometry in XYZ format:
```
58
C23H25ClI2N3OSbScSe | OMol25 | the ωB97M-V functional and the def2-TZVPD basis
C -3.114 -2.704 -2.178
H -1.932 -4.429 -1.520
I -3.162 1.094 2.997
C 1.055 3.371 3.558
H -0.864 0.375 6.851
H -4.037 -2.182 -1.922
H -2.777 -3.609 -0.216
H -1.125 -1.838 5.740
Cl 5.084 4.031 -2.875
Sb -1.583 -1.241 -2.042
H 0.186 -1.198 -3.960
C -0.273 -1.136 3.895
C 0.422 1.073 3.798
H 3.926 3.872 -0.296
C 1.147 -2.670 -2.647
H -1.619 1.052 -3.381
H -0.646 -2.752 -3.912
H -3.593 -1.005 -4.601
H 1.863 -2.992 -3.408
C 0.966 2.124 3.027
H -3.215 0.701 -2.749
C -0.540 0.222 5.825
C -2.857 -3.907 -1.264
N 0.267 -0.154 3.207
C -0.687 -0.993 5.225
C -0.075 -2.038 -3.317
H -0.382 -2.080 3.378
C -2.378 0.273 -3.301
I -2.275 -0.076 0.515
C 0.725 -3.353 0.730
N 1.312 1.777 1.682
O 0.828 0.581 -0.767
H -1.968 -0.709 -5.219
C 2.200 1.279 -2.563
C 2.092 2.518 0.979
H 1.655 -1.970 -1.988
C 0.022 1.308 5.113
C 3.205 2.084 -3.061
C 1.801 1.371 -1.233
H 2.549 3.386 1.447
H 0.882 -3.546 -2.055
C 3.447 3.137 -0.934
H -3.185 0.557 -5.298
H 1.400 4.203 2.955
C 0.661 3.615 4.894
C 2.439 2.311 -0.409
H 3.512 1.999 -4.097
H -3.181 -2.997 -3.230
H 1.703 0.558 -3.200
Sc 0.597 -0.182 0.987
C -2.802 -0.257 -4.677
H -3.673 -4.630 -1.337
H -0.154 2.787 6.682
N 0.776 -2.169 0.700
H 0.745 4.617 5.296
C 3.833 3.020 -2.240
Se 0.636 -5.088 0.755
C 0.163 2.606 5.660
```


This record from OMol25 describes a cluster of 2 separate species, CH2N4P in total. The level of theory is the ωB97M-V functional and the def2-TZVPD basis.

Calculated values
HOMO-LUMO gap (alpha / beta) ... 7.0 / 8.8 eV
Electronic energy ... -16314.6157 eV
Total charge ... -1
Energy relative to the best compared isomer or geometry (same formula, charge and spin) ... 350.5 kJ/mol

The geometry in XYZ format:
```
8
CH2N4P | OMol25 | the ωB97M-V functional and the def2-TZVPD basis
P 2.628 0.759 -0.035
H 2.181 -0.422 0.499
C -0.405 0.030 0.149
N -1.241 1.027 0.274
N -0.813 -1.193 0.040
H 2.176 0.427 -1.297
N -2.377 0.360 0.257
N -2.149 -0.987 0.112
```


This record from OMol25 describes a cluster of 3 separate species, C30H45IO10P2 in total. The level of theory is the ωB97M-V functional and the def2-TZVPD basis.

Calculated values
HOMO-LUMO gap ... 8.8 eV
Electronic energy ... -78997.3167 eV
Total charge ... 0
SMILES ... Cc1cc(C[C@@H](C)I)cc2c1C(=O)c1ccccc1C2=O.CCOP(=O)(OCC)OCC.CCOP(=O)(OCC)OCC
Energy relative to the best compared isomer or geometry (same formula, charge and spin) ... 0.0 kJ/mol

The geometry in XYZ format:
```
88
C30H45IO10P2 | OMol25 | the ωB97M-V functional and the def2-TZVPD basis
H 2.831 -4.150 3.919
H -2.846 4.636 -1.247
C -3.573 5.167 -0.629
P 1.325 -2.981 -2.319
C 2.024 -1.998 -5.486
H 0.395 -3.377 -5.092
H -5.342 -0.261 -2.267
H -2.112 0.952 1.286
H 1.801 -1.180 -4.806
C -1.902 0.157 2.003
H -6.992 3.772 -3.314
H 4.117 -3.723 5.024
O 3.986 2.359 4.628
H 7.514 1.765 1.016
C -0.971 0.747 3.060
O 1.891 -3.631 -3.659
C -7.173 0.133 -1.179
C 3.649 -2.419 -1.218
O 0.638 -3.254 -1.042
H -1.147 -1.185 3.928
H -1.323 -0.594 1.458
I -1.862 2.525 3.918
H -1.408 -2.516 -1.973
H 0.542 -2.652 4.645
H 3.280 -2.781 -0.254
H -0.092 1.107 2.532
H -8.157 0.553 -1.392
C -0.998 -1.674 -2.528
C 3.100 0.164 4.326
H -0.102 -0.485 -0.951
H 1.601 -1.761 -6.464
O -4.326 3.387 -3.047
H -4.434 4.048 -4.959
C 5.784 -0.474 3.618
O 5.615 -2.010 5.413
H -0.731 0.448 -2.292
C 4.463 -3.495 -1.912
C -5.066 3.477 -4.277
C -4.505 4.202 0.080
C 4.122 1.252 4.161
C -0.641 -0.250 4.189
C 3.054 -3.610 4.845
H 1.417 1.480 4.031
P -4.628 2.408 -1.828
C -6.385 4.196 -4.110
H -6.217 5.244 -3.858
H 3.878 -4.407 -2.054
H -7.290 -0.930 -0.962
O -5.924 1.720 -2.525
C 3.545 -1.146 4.545
H 7.203 -1.977 3.135
H 4.785 -3.160 -2.898
C 5.034 -1.310 4.614
H -6.742 0.024 -3.277
H 4.274 -1.548 -1.026
H -5.187 2.493 -4.726
H -4.132 5.833 -1.286
H -1.855 -0.276 -1.131
H 5.341 -3.749 -1.318
H -3.934 3.502 0.693
O -5.337 3.467 -0.827
C -6.245 0.341 -2.358
H 3.111 -2.047 -5.579
H -1.669 -1.501 -3.372
C 1.477 -3.321 -5.001
O -4.089 1.306 -1.005
H 8.344 -0.538 1.440
C 0.829 -0.563 4.338
H -1.101 0.069 5.123
C 5.329 0.821 3.387
H -5.170 4.756 0.741
C 7.500 -0.147 1.995
C 7.040 1.140 1.761
O 0.281 -1.994 -3.076
H -3.022 5.765 0.097
C 2.622 -2.183 4.657
C -0.920 -0.430 -1.671
H -2.820 -0.239 2.428
C 5.953 1.641 2.461
C 6.877 -0.968 2.922
H -6.950 4.148 -5.041
H 2.513 -4.124 5.639
C 1.762 0.472 4.224
C 1.273 -1.855 4.554
H 1.878 -4.121 -5.625
H -6.799 0.634 -0.286
H 5.571 2.642 2.315
O 2.544 -1.959 -2.005
```


This record from OMol25 describes an isolated molecule of C14H13N9O2. The level of theory is the ωB97M-V functional and the def2-TZVPD basis.

Calculated values
HOMO-LUMO gap ... 9.1 eV
Electronic energy ... -32229.0189 eV
Total charge ... 0
SMILES ... N#Cc1cn(-c2c[nH]n(-c3cc(N4CCCCO4)ncn3)c2=O)nn1
Energy relative to the best compared isomer or geometry (same formula, charge and spin) ... 0.0 kJ/mol

The geometry in XYZ format:
```
38
C14H13N9O2 | OMol25 | the ωB97M-V functional and the def2-TZVPD basis
H 2.580 1.816 4.689
C 0.411 -2.156 -2.706
O 1.520 0.577 -0.988
H -2.154 2.007 3.642
H 0.813 3.042 6.143
H -1.090 3.905 5.011
C -0.529 -0.868 0.305
N 4.972 2.344 -5.553
H 1.351 3.766 4.699
N -2.295 0.168 2.051
N -0.381 1.044 3.317
H 0.214 -2.753 -3.624
C 0.793 2.948 5.118
H -1.105 -2.822 -1.385
C 4.318 1.430 -5.320
C -0.009 -0.163 1.391
H -0.902 2.912 2.771
H -1.216 2.351 5.742
C 1.178 -1.035 -2.791
C -0.938 0.346 2.274
H 1.088 -0.119 1.553
C -1.088 2.258 3.572
C 2.512 0.516 -4.051
H 1.174 0.865 5.432
H 2.395 1.448 -3.475
H -3.645 -0.699 0.831
N 0.324 -1.384 -0.610
N -0.103 -2.439 -1.450
N -1.790 -1.131 0.143
O 1.102 1.228 3.394
N 2.583 -1.518 -4.812
C -2.612 -0.603 1.026
N 3.448 -0.972 -5.453
C 1.457 1.678 4.699
C -0.704 2.880 4.869
N 2.059 -0.693 -3.837
C 3.397 0.369 -5.080
C 0.979 -0.432 -1.424
```


This record from OMol25 describes a structure of composition C2H2NO2S. The level of theory is the ωB97M-V functional and the def2-TZVPD basis.

Calculated values
HOMO-LUMO gap (alpha / beta) ... 7.6 / 7.6 eV
Electronic energy ... -18522.2818 eV
Total charge ... -1
Energy relative to the best compared isomer or geometry (same formula, charge and spin) ... 593.1 kJ/mol

The geometry in XYZ format:
```
8
C2H2NO2S | OMol25 | the ωB97M-V functional and the def2-TZVPD basis
O -1.918 -2.024 0.384
N 1.651 -1.541 0.817
H -1.255 0.487 1.084
C 0.490 -1.591 -0.282
O -1.599 1.004 0.281
H 2.052 0.023 -0.680
C 1.666 -0.858 -0.266
S -1.066 -1.086 -0.399
```


This record from OMol25 describes an isolated molecule of C17H17NO3. The level of theory is the ωB97M-V functional and the def2-TZVPD basis.

Calculated values
HOMO-LUMO gap ... 8.6 eV
Electronic energy ... -25537.8282 eV
Total charge ... 0
SMILES ... O=C(CCc1ccccc1)Nc1ccc2c(c1)OCCO2
Energy relative to the best compared isomer or geometry (same formula, charge and spin) ... 106.6 kJ/mol

The geometry in XYZ format:
```
38
C17H17NO3 | OMol25 | the ωB97M-V functional and the def2-TZVPD basis
C 3.881 0.679 0.289
H 4.895 0.402 -0.008
H 1.950 0.109 2.105
C 3.012 -0.545 0.367
H 3.872 -1.469 -1.363
C 2.042 -0.664 1.355
C 1.295 -2.740 0.413
C -5.092 -0.156 -0.127
H -4.793 -2.272 -0.545
C 3.329 1.689 -0.738
H 3.968 2.571 -0.749
C 2.265 -2.637 -0.569
C -2.374 2.092 0.579
O -4.421 0.881 0.550
C -4.281 -1.449 -0.044
H -0.584 -0.802 -1.204
C -2.415 -0.108 -0.387
H -6.064 -0.265 0.356
H 3.927 1.165 1.264
C 1.928 2.119 -0.330
H 3.317 1.242 -1.733
H 2.359 -3.408 -1.321
N 0.971 1.245 -0.752
H -2.902 2.887 1.081
C -1.074 0.024 -0.712
C 3.116 -1.546 -0.593
H -4.118 -1.704 1.012
H -0.495 3.111 0.535
O -3.042 -1.290 -0.698
C -3.081 0.944 0.247
C 1.188 -1.752 1.378
H 0.626 -3.586 0.427
H -5.232 0.113 -1.183
C -0.379 1.186 -0.394
O 1.714 3.118 0.320
H 0.435 -1.827 2.147
H 1.296 0.424 -1.245
C -1.035 2.219 0.269
```